Record 1
Entry from OMol25: a structure of composition C24H27BGeMnO2S3 (ωB97M-V/def2-TZVPD).

Each line ends with the Löwdin charge.
Positions of all 59 atoms, in Å:
Mn 0.745 0.622 0.430  0.81
C 3.795 2.216 1.259  -0.52
C 4.285 1.217 0.212  -0.45
S 3.029 0.143 -0.558  0.93
C 2.751 0.836 -2.214  -0.46
C 2.222 2.257 -2.249  -0.46
S 0.639 2.409 -1.360  0.91
C 0.806 4.014 -0.517  -0.46
C 1.577 4.011 0.794  -0.52
S 3.383 3.880 0.659  0.94
H 4.606 2.363 1.973  0.08
H 2.959 1.819 1.848  0.06
H 4.985 0.518 0.670  0.09
H 4.819 1.718 -0.596  0.09
H 2.075 0.131 -2.703  0.09
H 3.701 0.777 -2.746  0.11
H 2.045 2.557 -3.282  0.10
H 2.929 2.948 -1.796  0.05
H -0.217 4.355 -0.359  0.07
H 1.259 4.689 -1.243  0.10
H 1.202 3.245 1.482  0.05
H 1.388 4.968 1.286  0.09
Ge -2.260 -0.360 -0.958  1.06
C -1.813 0.877 0.533  -0.39
C -1.246 0.387 1.732  -0.20
C -0.967 1.244 2.805  -0.06
C -1.300 2.591 2.719  -0.05
C -1.905 3.076 1.566  -0.05
C -2.137 2.237 0.481  -0.11
C -3.743 -1.473 -0.399  -0.34
C -4.340 -1.289 0.846  -0.11
C -5.390 -2.105 1.243  -0.06
C -5.846 -3.107 0.399  -0.05
C -5.255 -3.295 -0.843  -0.06
C -4.205 -2.483 -1.241  -0.11
H -2.465 0.484 -2.211  0.01
H -1.091 -0.680 1.868  0.12
H -0.549 0.842 3.719  0.13
H -1.121 3.249 3.559  0.13
H -2.207 4.115 1.514  0.13
H -2.598 2.642 -0.413  0.12
H -4.009 -0.500 1.512  0.09
H -5.856 -1.953 2.208  0.11
H -6.667 -3.741 0.708  0.12
H -5.614 -4.073 -1.503  0.12
H -3.756 -2.643 -2.215  0.11
O -0.273 -2.592 -1.888  0.19
B -0.583 -1.579 -1.041  -0.59
O 0.370 -1.518 0.022  -0.05
C 1.228 -2.620 -0.194  -0.22
C 2.272 -3.062 0.582  -0.01
C 2.933 -4.192 0.110  -0.04
C 2.546 -4.822 -1.071  -0.04
C 1.477 -4.363 -1.834  0.05
C 0.830 -3.245 -1.356  -0.17
H 2.556 -2.582 1.509  0.12
H 3.759 -4.597 0.679  0.12
H 3.084 -5.701 -1.397  0.12
H 1.160 -4.859 -2.740  0.14

**Multiplicity**: 6
**Gap between HOMO and LUMO (spin up / spin down)**: 7.65 / 6.89 eV
**HOMO energy (spin up / spin down)**: -13.964 / -13.963 eV
**Total charge**: +2
**Expectation value of S²**: 8.756
**Calculated total energy**: -150427.4573 eV

---

Record 2
Entry from OMol25: a structure of composition C24H27Cl3N2O3SSn at a distorted geometry (ωB97M-V/def2-TZVPD).

Each line ends with the Löwdin charge.
Positions of all 61 atoms, in Å:
Sn 0.784 1.490 -0.662  0.83
Cl 3.539 -0.971 1.526  0.51
C 2.821 -2.216 0.411  -0.96
Cl 1.995 -1.532 -0.955  0.54
H 2.197 -2.890 1.035  0.04
H 3.628 -2.776 0.009  0.02
C 0.233 -1.511 3.096  0.02
N -1.067 -1.304 3.931  -0.15
C -1.108 -2.274 5.064  0.00
C -1.286 0.213 4.290  -0.03
C -0.150 0.843 5.092  -0.13
C 0.210 0.407 6.399  -0.04
C 1.326 0.949 7.036  -0.04
C 2.066 1.977 6.392  -0.03
C 1.608 2.559 5.222  -0.01
C 0.489 2.036 4.602  -0.19
H 0.335 -2.585 3.009  0.09
H 1.044 -1.188 3.745  0.09
H 0.207 -0.947 2.152  0.06
H -1.847 -1.511 3.280  0.18
H -0.193 -2.130 5.644  0.10
H -1.044 -3.281 4.678  0.10
H -2.060 -2.132 5.625  0.13
H -2.231 0.327 4.843  0.15
H -1.404 0.712 3.321  0.08
H -0.389 -0.316 6.931  0.11
H 1.683 0.564 7.987  0.12
H 3.031 2.297 6.818  0.13
H 2.231 3.261 4.665  0.14
O -1.275 4.238 -0.610  0.10
C -0.247 3.830 -0.291  -0.11
N -0.248 0.900 -2.590  -0.52
S 0.554 0.042 -3.758  1.04
C -0.345 -1.564 -3.894  -0.40
C 0.422 -2.719 -3.857  -0.11
C -0.149 -3.908 -4.306  -0.05
C -1.517 -3.992 -4.602  -0.04
C -2.241 -2.822 -4.599  -0.06
C -1.671 -1.625 -4.219  -0.09
C 0.110 0.867 -5.289  -0.39
C -0.105 0.222 -6.518  -0.06
C -0.303 0.952 -7.690  -0.04
C -0.264 2.329 -7.596  -0.05
C 0.097 2.987 -6.427  -0.04
C 0.196 2.251 -5.251  -0.10
H -0.937 0.299 -2.076  -0.04
H 1.480 -2.673 -3.553  0.09
H 0.536 -4.775 -4.307  0.13
H -2.024 -4.939 -4.833  0.13
H -3.318 -2.878 -4.867  0.14
H -2.272 -0.727 -4.195  0.13
H 0.014 -0.862 -6.577  0.12
H -0.386 0.442 -8.644  0.12
H -0.535 2.887 -8.493  0.12
H 0.226 4.041 -6.404  0.11
H 0.424 2.773 -4.326  0.10
O -0.107 4.656 4.498  0.14
C -0.404 3.978 3.573  -0.29
O -0.059 2.649 3.458  -0.02
H -0.975 4.265 2.624  0.16
Cl -1.325 0.806 0.430  -0.05

**Gap between HOMO and LUMO**: 7.73 eV
**HOMO energy**: -14.003 eV
**Total charge**: +2
**Calculated total energy**: -88667.1475 eV

---

Record 3
Entry from OMol25: an isolated molecule of C24H27ClN4O6S at a distorted geometry (ωB97M-V/def2-TZVPD).

Each line ends with the Löwdin charge.
Positions of all 63 atoms, in Å:
C 4.966 2.726 -1.051  -0.09
C 5.566 1.426 -0.529  -0.24
C 4.669 0.206 -0.743  -0.11
H 5.226 -0.696 -0.480  0.13
C 3.363 0.208 0.074  -0.31
N 3.560 0.679 1.424  0.16
C 2.702 1.654 1.784  -0.48
O 2.578 2.201 2.849  0.11
N 1.978 1.980 0.626  0.06
C 2.323 1.201 -0.444  -0.38
O 1.872 1.294 -1.555  0.14
C 0.856 2.874 0.633  -0.02
H 0.920 3.554 -0.222  0.14
H 0.893 3.436 1.573  0.14
C -0.437 2.054 0.563  -0.41
O -0.444 0.852 0.677  0.10
N -1.534 2.838 0.365  0.12
C -2.852 2.430 0.193  -0.22
C -3.266 1.117 0.398  0.02
C -4.577 0.762 0.162  -0.25
C -5.516 1.686 -0.252  -0.05
C -5.129 3.005 -0.430  -0.08
C -3.811 3.368 -0.212  -0.57
Cl -3.338 5.017 -0.454  0.73
H -5.843 3.750 -0.744  0.11
H -6.529 1.367 -0.435  0.12
S -5.067 -0.947 0.433  0.68
O -5.427 -1.110 1.810  -0.27
O -6.037 -1.290 -0.569  -0.28
N -3.613 -1.722 0.186  -0.26
C -3.289 -2.858 1.022  -0.16
H -3.582 -2.610 2.041  0.12
C -1.783 -3.105 0.905  -0.18
H -1.495 -4.001 1.455  0.13
O -1.422 -3.330 -0.439  -0.14
C -1.732 -2.213 -1.237  -0.18
H -1.416 -2.462 -2.251  0.13
C -3.236 -1.917 -1.196  -0.16
H -3.471 -1.004 -1.744  0.13
H -3.796 -2.753 -1.638  0.13
H -1.174 -1.334 -0.882  0.12
H -1.233 -2.236 1.294  0.13
H -3.833 -3.756 0.694  0.14
H -2.561 0.372 0.723  0.10
H -1.394 3.835 0.242  0.09
H 4.177 0.230 2.079  0.17
C 2.703 -1.166 0.017  -0.15
C 2.380 -1.715 -1.218  -0.02
C 1.800 -2.967 -1.296  -0.07
C 1.528 -3.685 -0.143  -0.09
C 1.821 -3.129 1.089  -0.08
C 2.400 -1.874 1.171  -0.02
H 2.605 -1.453 2.144  0.11
H 1.596 -3.670 1.996  0.11
H 1.074 -4.661 -0.207  0.11
H 1.554 -3.384 -2.260  0.11
H 2.562 -1.152 -2.120  0.11
H 4.399 0.142 -1.798  0.12
H 6.503 1.235 -1.057  0.11
H 5.802 1.535 0.531  0.10
H 4.612 2.602 -2.072  0.08
H 4.131 3.050 -0.436  0.06
H 5.716 3.514 -1.039  0.07

**Gap between HOMO and LUMO**: 9.65 eV
**HOMO energy**: -9.244 eV
**Total charge**: 0
**SMILES**: CCC[C@@]1(c2ccccc2)NC(=O)N(CC(=O)Nc2cc(S(=O)(=O)N3CCOCC3)ccc2Cl)C1=O
**Calculated total energy**: -66931.2315 eV

---

Record 4
Entry from OMol25: a cluster of 4 separate species, C24H27F24N2O4 in total at a distorted geometry (ωB97M-V/def2-TZVPD).

Each line ends with the Löwdin charge.
Positions of all 81 atoms, in Å:
C -1.642 -4.247 1.359  -0.11
O -1.725 -3.002 0.576  -0.28
C -0.371 -2.631 0.113  -0.21
C 0.381 -1.723 1.253  -0.18
C 1.761 -0.964 0.694  -0.16
C 1.900 0.425 1.554  -0.10
N 1.678 1.696 0.700  -0.13
C 0.472 1.707 -0.113  0.07
C 0.077 2.908 -1.109  0.08
C 1.200 4.078 -0.997  0.06
C 2.379 3.762 0.031  -0.01
N 2.659 2.593 0.863  0.11
H -1.078 -5.120 0.781  0.12
H -1.046 -3.977 2.355  0.09
H -2.740 -4.613 1.623  0.12
H 0.320 -3.537 -0.150  0.14
H -0.524 -1.943 -0.842  0.13
H -0.365 -0.825 1.505  0.10
H 0.586 -2.292 2.264  0.13
H 2.638 -1.736 0.865  0.14
H 1.613 -0.816 -0.457  0.12
H 1.110 0.510 2.431  0.15
H 2.960 0.418 2.070  0.15
H -0.277 0.790 -0.057  0.15
H -0.860 2.939 -1.800  0.13
H 1.171 5.076 -1.603  0.13
H 3.189 4.635 0.150  0.15
C -4.359 -0.783 3.394  -0.05
C -3.164 -0.582 4.339  -0.43
C -2.516 -1.865 4.847  -0.29
F -3.376 -2.639 5.546  0.09
F -1.488 -1.582 5.690  0.09
F -3.539 0.228 5.366  0.13
F -2.215 0.124 3.643  0.08
O -5.658 -0.720 3.992  0.04
C -6.106 -1.927 4.608  -0.47
C -6.251 -1.801 6.132  -0.26
F -5.091 -1.410 6.719  0.09
F -6.585 -2.994 6.691  0.10
F -5.290 -2.942 4.236  0.12
F -7.317 -2.199 4.053  0.14
H -4.344 0.060 2.693  0.15
H -4.245 -1.668 2.757  0.14
H -2.110 -2.457 4.021  0.16
H -7.022 -1.070 6.393  0.18
C 7.449 3.447 -2.607  -0.05
C 8.644 3.647 -1.661  -0.43
C 9.291 2.365 -1.154  -0.29
F 8.432 1.591 -0.455  0.08
F 10.319 2.648 -0.311  0.10
F 8.268 4.458 -0.635  0.12
F 9.593 4.354 -2.358  0.11
O 6.150 3.510 -2.009  0.03
C 5.702 2.303 -1.393  -0.48
C 5.557 2.429 0.131  -0.28
F 6.716 2.820 0.718  0.10
F 5.223 1.236 0.690  0.08
F 6.518 1.288 -1.765  0.13
F 4.491 2.031 -1.948  0.12
H 7.464 4.290 -3.308  0.15
H 7.563 2.562 -3.244  0.15
H 9.698 1.773 -1.980  0.18
H 4.786 3.160 0.392  0.12
C -2.883 0.166 -4.733  -0.06
C -2.998 -1.016 -5.707  -0.43
C -4.422 -1.425 -6.065  -0.29
F -5.140 -1.804 -4.985  0.09
F -4.416 -2.490 -6.910  0.10
F -2.284 -2.066 -5.218  0.12
F -2.360 -0.646 -6.864  0.10
O -2.701 -0.165 -3.351  0.01
C -3.896 -0.474 -2.635  -0.48
C -3.954 -1.938 -2.176  -0.26
F -3.829 -2.799 -3.218  0.09
F -5.146 -2.218 -1.584  0.10
F -4.966 -0.110 -3.381  0.13
F -3.901 0.347 -1.550  0.13
H -1.966 0.704 -5.004  0.15
H -3.682 0.904 -4.874  0.15
H -4.953 -0.610 -6.566  0.18
H -3.155 -2.157 -1.462  0.15

**Gap between HOMO and LUMO**: 7.40 eV
**HOMO energy**: -12.849 eV
**Total charge**: +1
**Calculated total energy**: -101700.1222 eV